The following is a DFT calculation (the ωB97M-V functional and the def2-TZVPD basis) of a structure of composition C2H5N3O.

Geometry as XYZ:
```
11
Properties=species:S:1:pos:R:3:forces:R:3
C 0.02776 1.27190 0.40090 -1.522 -4.529 -3.892
C 1.24174 0.34680 0.02777 -0.862 -1.438 0.926
H -1.14194 -1.05929 -0.99199 1.218 -0.076 -0.103
H -2.50861 -0.13419 -0.82481 -1.271 -0.248 -0.503
H 0.19908 2.29218 0.45098 -0.476 1.876 0.774
H 1.81639 -1.48070 0.11208 -4.213 1.231 2.638
H 0.07687 -1.12911 1.21965 -0.425 -0.031 0.409
N -1.64330 -0.39437 -0.44005 0.495 1.326 1.513
N -1.19417 0.78182 0.07613 2.865 2.643 0.769
N 0.81485 -0.85193 0.61931 7.664 -1.484 -4.582
O 2.31133 0.35690 -0.64996 -3.475 0.729 2.053
```
Forces are in eV/Å.

Calculated values
LUMO level: 0.5660 eV
gap between HOMO and LUMO: 10.1 eV
energy: -8669.082 eV
molecular weight: 87.08 Da
energy relative to the best compared isomer or geometry (same formula, charge and spin): 105.2 kcal per mole

The following is a DFT calculation (the ωB97M-V functional and the def2-TZVPD basis) of the molecule C2H5N3O.

Geometry as XYZ:
```
11
Properties=species:S:1:pos:R:3:forces:R:3
N 2.13573 -0.30924 0.29130 0.120 0.034 -0.099
C 1.09803 0.57856 0.07688 0.162 0.365 0.026
O 1.24371 1.77636 0.11459 -0.011 -0.556 -0.051
N -0.14416 -0.06092 -0.10513 -0.079 0.190 0.091
C -1.26216 0.68941 -0.29518 -0.128 -0.392 0.167
N -2.37264 -0.03303 -0.17873 0.077 0.095 -0.015
H 3.02815 0.16146 0.29133 -0.023 -0.092 0.024
H 2.13766 -1.20772 -0.16939 -0.133 0.125 0.038
H -0.18698 -1.04926 0.15026 0.033 0.128 -0.041
H -3.23226 0.48135 -0.23467 -0.139 -0.187 -0.083
H -2.44508 -1.02697 0.05873 0.121 0.290 -0.058
```
Forces are in eV/Å.

Calculated values
LUMO level: 0.7676 eV
gap between HOMO and LUMO: 9.4 eV
energy: -8672.324 eV
molecular weight: 87.08 Da
energy relative to the best compared isomer or geometry (same formula, charge and spin): 30.4 kcal per mole

The following is a DFT calculation (the ωB97M-V functional and the def2-TZVPD basis) of a structure of composition C2H5N3O.

Geometry as XYZ:
```
11
Properties=species:S:1:pos:R:3:forces:R:3
N -0.11318 -0.12071 -1.77059 0.038 0.047 0.018
C 0.79332 -0.00033 -0.78758 -0.137 0.018 -0.084
O 2.05416 0.10603 -0.99412 -0.049 0.000 -0.144
N 0.63258 0.02387 0.53401 -0.062 0.005 -0.057
C -0.53519 -0.08631 1.24312 0.046 0.018 0.055
N -0.55601 -0.05846 2.51296 -0.224 -0.041 -0.347
H 0.19433 -0.02879 -2.72539 0.027 -0.015 0.165
H -1.10142 -0.07200 -1.58464 0.184 -0.022 0.053
H 1.94190 0.13723 0.28103 0.096 -0.022 0.025
H -1.43253 -0.19897 0.60962 0.051 -0.001 0.206
H -1.51788 -0.15966 2.82507 0.029 0.014 0.108
```
Forces are in eV/Å.

Calculated values
LUMO level: 0.5608 eV
gap between HOMO and LUMO: 9.9 eV
energy: -8671.591 eV
molecular weight: 87.08 Da
energy relative to the best compared isomer or geometry (same formula, charge and spin): 47.3 kcal per mole